Model a:
Molecular formula: C5H16N2O
Method: DFT, the ωB97M-V functional and the def2-TZVPD basis

Last column: Mulliken charge in e.
CARTESIAN COORDINATES (ANGSTROEM)
C 1.6534 2.1512 0.4668  -0.798
N 1.3825 0.7108 0.1478  0.059
C -0.3803 0.8113 -1.5823  -2.337
C 0.1505 0.0722 -0.3330  0.328
C 0.4170 -1.4582 -0.6595  -0.690
N -0.1548 -2.2887 0.3943  -0.355
C -0.0156 -1.8820 1.8010  -0.720
H 1.8027 2.1270 1.5585  0.333
H 2.5403 2.3896 -0.1010  0.356
H 0.8186 2.7801 0.1310  0.318
H 2.1950 0.1956 -0.2086  0.328
H 0.3122 1.0424 -2.3929  0.400
H -1.0348 1.5995 -1.2078  0.537
H -1.2128 0.2964 -2.0177  0.582
H -0.6448 0.0688 0.4154  0.676
H 1.5044 -1.5503 -0.7546  0.428
H 0.0907 -1.8001 -1.6383  0.374
H -1.1908 -2.2336 0.2514  0.321
H -0.9675 -1.8881 2.3326  0.315
H 0.4652 -0.8919 2.0197  0.225
H 0.6431 -2.6556 2.2199  0.313
H -3.0918 1.4946 -0.2469  0.321
H -2.4254 0.2863 -0.7065  0.334
O -2.8571 0.6226 0.1106  -0.649

2S+1: 2
Total charge: +1
HOMO-LUMO gap (alpha / beta), eV: 10.3018 / 5.3157
Highest occupied orbital energy (alpha / beta), Ha: -0.4870 / -0.4725

Model b:
Molecular formula: C5H16N2O
Method: DFT, the ωB97M-V functional and the def2-TZVPD basis

Last column: Mulliken charge in e.
CARTESIAN COORDINATES (ANGSTROEM)
C -1.2477 0.7904 -2.0499  -0.575
C -0.2349 1.5857 -1.1560  -0.720
C -0.5520 1.2194 0.2909  -1.019
C 0.0182 -0.1051 0.7838  -0.202
N -0.9041 -0.9088 1.5581  -0.459
C -0.2490 -1.6333 2.7030  -0.947
N -0.6335 0.2277 -3.1947  -0.102
H -1.8100 0.0394 -1.4860  0.421
H -2.0168 1.4829 -2.3706  0.376
H 0.7896 1.3690 -1.4134  0.497
H -0.5051 2.6312 -1.2402  0.325
H -0.4426 2.1164 0.9092  0.426
H -1.6394 1.1009 0.3754  0.483
H 0.2675 -0.6945 -0.1147  0.131
H 0.9700 0.1051 1.2723  0.431
H -1.5966 -0.3289 2.0147  0.250
H 0.0075 -0.9342 3.5006  0.346
H -0.9698 -2.3991 2.9885  0.317
H 0.6560 -2.1037 2.3538  0.344
H 0.2866 0.6029 -3.4408  0.336
H -0.7129 -0.7795 -3.3086  0.335
H 4.0367 -0.6270 -0.0107  0.318
H 2.7642 -1.4028 0.5112  0.324
O 3.7180 -1.3540 0.5241  -0.635

2S+1: 2
Total charge: +1
HOMO-LUMO gap (alpha / beta), eV: 8.9474 / 3.7171
Highest occupied orbital energy (alpha / beta), Ha: -0.4556 / -0.4531

Out of the structures above, which one is the most stable? Solution: model b.